No. 1
Density functional theory data (ωB97M-V with the def2-TZVPD basis set) for the ion C5H10N3 with charge +1 at a distorted geometry.

```
! wB97M-V def2-TZVPD RIJCOSX def2/J DEFGRID3
* xyz 1 1
C -1.1563 0.7157 -0.4221
C -0.7677 -0.3201 -1.3680
C -0.3215 0.9009 0.7267
C -0.5636 1.8465 1.8767
C 0.2694 -2.3177 -1.9827
N -0.2619 -1.4169 -1.0368
N 0.8239 0.2635 0.6202
N 1.7406 0.2851 1.5212
H -2.0497 1.1959 -0.6356
H -1.0608 -0.1356 -2.3823
H -1.6043 2.2841 1.6862
H -0.6256 1.2076 2.6804
H 0.3354 2.5429 1.9021
H -0.1391 -2.0089 -2.9997
H 1.3223 -2.2302 -2.1324
H -0.0503 -3.3048 -1.6317
H 2.5245 -0.2583 1.1393
H 1.5848 0.7504 2.4384
*
```

Calculated values
* E: -360.40614 Eh
* HOMO (alpha / beta): -0.4991 / -0.4991 Eh
* Kohn-Sham gap (alpha / beta): 7.3913 / 7.3922 eV
* SMILES: C/N=C/C=C(/C)N=[NH2+]


No. 2
Density functional theory data (ωB97M-V with the def2-TZVPD basis set) for a structure of composition C31H47ClLuO2P2 at a distorted geometry.

```
! wB97M-V def2-TZVPD RIJCOSX def2/J DEFGRID3
* xyz 1 1
Lu 0.7691 -0.5020 1.3569
C 2.7964 0.0065 2.1426
C 1.7697 0.7790 2.8186
C 1.3704 -1.4877 3.2309
C 2.5413 -1.3747 2.3734
C 0.9224 -0.1580 3.5215
C 3.9889 0.5701 1.4304
H 3.8311 1.6146 1.1503
H 4.2227 0.0041 0.5247
H 4.8727 0.5373 2.0819
C 3.3461 -2.5330 1.8734
H 3.9413 -2.2535 1.0002
H 2.6896 -3.3586 1.5826
H 4.0324 -2.8909 2.6526
C 0.8146 -2.7735 3.7601
H 1.3947 -3.1355 4.6202
H 0.8334 -3.5453 2.9842
H -0.2227 -2.6495 4.0840
C -0.1480 0.2095 4.5041
H 0.2536 0.1814 5.5259
H -0.9925 -0.4840 4.4627
H -0.5228 1.2207 4.3274
C 1.7510 2.2696 2.9796
H 2.2215 2.5745 3.9256
H 0.7271 2.6546 2.9769
H 2.2931 2.7624 2.1678
C -0.6607 3.2186 -5.0960
C 0.0799 4.1837 -4.5382
C -0.3209 5.5405 -4.0214
C -1.8208 5.7769 -3.7380
C -2.3864 4.8241 -2.7124
C -2.8573 3.5838 -2.8894
C -2.9805 2.7612 -4.1450
C -2.1458 3.2030 -5.3675
H 0.0324 6.3105 -4.7254
H -2.3876 5.7439 -4.6700
H 0.2392 5.7190 -3.0927
H -2.4965 4.1709 -5.7300
H -0.1366 2.3026 -5.3699
H 1.1451 3.9745 -4.4308
H -2.3429 2.4885 -6.1756
H -2.7031 1.7282 -3.8918
H -3.2121 3.0692 -1.9956
H -4.0410 2.7128 -4.4388
H -1.9261 6.7995 -3.3565
H -2.3786 5.1979 -1.6881
P 0.8443 0.5301 -0.6646
P -1.4612 -0.2130 1.1087
C -0.8673 0.7881 -1.3816
C -1.8634 -0.1551 -0.6991
H -0.8517 0.6517 -2.4685
H -1.1384 1.8327 -1.1858
H -2.9028 0.1490 -0.8697
H -1.7274 -1.1798 -1.0588
C -2.5878 -1.5182 1.7393
H -2.5797 -1.5695 2.8337
H -2.2829 -2.4878 1.3337
H -3.5927 -1.2854 1.3781
C -2.2771 1.3186 1.7361
H -3.2503 1.4750 1.2573
H -1.6331 2.1804 1.5397
H -2.4237 1.2425 2.8165
C 1.7372 -0.3338 -2.0224
H 2.7757 -0.5541 -1.7503
H 1.6973 0.3008 -2.9109
H 1.2151 -1.2688 -2.2476
C 1.5318 2.2329 -0.8335
H 1.1356 2.8669 -0.0355
H 1.2654 2.6648 -1.8048
H 2.6213 2.2067 -0.7504
Cl -0.7159 -9.2151 1.9851
C -0.3815 -7.5793 1.4381
C 0.5911 -7.3469 0.4599
C 0.8739 -6.0391 0.0409
C 0.1868 -4.9503 0.6033
C -0.7976 -5.2055 1.5824
C -1.0816 -6.5089 1.9919
C 0.5449 -3.5486 0.2551
O 1.5033 -3.2801 -0.6008
O 0.0757 -2.6068 1.0419
H 1.1425 -8.1784 0.0400
H 1.6490 -5.8804 -0.6955
H -1.3414 -4.4013 2.0573
H -1.8303 -6.6818 2.7554
*
```

Calculated values
* E: -3738.04617 Eh
* HOMO: -0.4126 Eh
* Kohn-Sham gap: 7.5190 eV


No. 3
Density functional theory data (ωB97M-V with the def2-TZVPD basis set) for a structure of composition C4H4CuO2 at a distorted geometry.

```
! wB97M-V def2-TZVPD RIJCOSX def2/J DEFGRID3
* xyz 2 2
H -0.7515 -0.1847 -2.0161
O -1.4423 -1.3702 2.2692
C -0.8231 -0.5712 1.7123
C -0.0894 0.3549 1.1030
C -0.0333 0.0245 -1.2220
C 1.0903 -0.6524 -0.9366
H 0.7039 0.8826 1.6284
H 1.9430 -0.1778 -0.4476
H 1.1639 -1.6726 -1.3134
O -0.5358 0.8700 -0.2373
Cu -1.2258 2.4968 -0.5399
*
```

Calculated values
* E: -1944.86172 Eh
* HOMO (alpha / beta): -0.7244 / -0.7167 Eh
* Kohn-Sham gap (alpha / beta): 9.2397 / 6.5080 eV
* ⟨S²⟩: 0.755


No. 4
Density functional theory data (ωB97M-V with the def2-TZVPD basis set) for a cluster of 2 separate species, C7H9NO2 in total at a distorted geometry.

```
! wB97M-V def2-TZVPD RIJCOSX def2/J DEFGRID3
* xyz 0 1
C 1.7680 -0.0980 -0.5171
C 2.9569 -0.4223 0.3048
C -2.0192 -1.3363 -0.3165
C -0.7905 -0.9426 0.3306
C -0.5728 0.3916 0.6930
C -1.5768 1.2591 0.3077
C -2.7998 0.8242 -0.2582
H 0.7495 1.4447 -0.9706
H 3.0256 -1.5325 0.5925
H 3.8517 -0.1169 -0.3260
H 2.9529 0.0437 1.2785
H -2.3235 -2.3652 -0.5139
H -0.0808 -1.7542 0.5687
H 0.1943 0.7503 1.3203
H -1.4551 2.2895 0.4486
H -3.5394 1.6166 -0.6588
N -2.9939 -0.4869 -0.6096
O 0.8030 -0.6894 -0.7861
O 1.8498 1.1246 -0.8878
*
```

Calculated values
* E: -477.26065 Eh
* HOMO: -0.3145 Eh
* Kohn-Sham gap: 9.1201 eV
* SMILES: c1ccncc1.CC(=O)O


No. 5
Density functional theory data (ωB97M-V with the def2-TZVPD basis set) for a structure of composition C5H7N at a distorted geometry.

```
! wB97M-V def2-TZVPD RIJCOSX def2/J DEFGRID3
* xyz 0 1
C -0.8270 0.8812 0.9136
C -0.7278 -0.1805 -0.7979
C 0.0782 0.9256 -0.2574
C 1.1907 -0.1799 -0.1313
N 0.7667 -1.1897 0.7834
C 0.2287 -1.2842 -0.5479
H -1.8354 1.2549 0.8430
H -0.3841 1.1023 1.9067
H -1.3337 -0.1542 -1.7111
H 0.3435 1.8411 -0.7775
H 2.2089 -0.0565 -0.4690
H -0.0074 -0.7443 1.3300
H 0.2819 -2.2264 -1.0910
*
```

Calculated values
* E: -249.25792 Eh
* HOMO: -0.2902 Eh
* Kohn-Sham gap: 8.3385 eV


No. 6
Density functional theory data (ωB97M-V with the def2-TZVPD basis set) for a structure of composition F8N4O16S8Sn at a distorted geometry.

```
! wB97M-V def2-TZVPD RIJCOSX def2/J DEFGRID3
* xyz -2 1
Sn 0.6488 -0.0502 -0.7595
N -0.8295 2.4497 -1.0495
S -1.9321 3.1829 -0.3424
O -3.1661 3.3961 -1.0667
O -1.5851 4.2304 0.5929
F -2.2682 1.9103 0.6013
S -0.5808 3.6643 -2.2021
O 0.1963 4.7647 -1.7420
O -1.4875 3.8665 -3.2863
F 0.5252 2.6956 -2.9145
N -1.6864 -1.5716 -1.7081
S -1.4633 -3.0714 -2.3188
O -1.3649 -3.1351 -3.7620
O -1.8318 -4.3165 -1.6879
F 0.1261 -3.0197 -1.8988
S -3.1541 -1.8385 -1.3787
O -3.5192 -2.6842 -0.2700
O -4.1425 -1.8313 -2.4371
F -3.4019 -0.3592 -0.7798
N 2.7647 1.4191 0.4598
S 3.6686 0.7064 1.7007
O 3.0168 0.5295 2.9553
O 5.0917 0.8852 1.7012
F 3.4712 -0.7688 1.1087
S 3.3239 2.8245 0.6766
O 4.6034 3.1359 0.1094
O 2.9184 3.4292 1.9302
F 2.3636 3.5744 -0.3666
N 0.2460 -1.8927 1.4506
S -0.9233 -2.1545 2.6618
O -0.5808 -1.6757 3.9685
O -1.8874 -3.2100 2.5054
F -1.9035 -0.9719 2.0960
S 0.8913 -3.2633 1.4906
O 0.1808 -4.2349 0.7006
O 1.5408 -3.6730 2.7267
F 2.1308 -2.9422 0.5341
*
```

Calculated values
* E: -5621.51434 Eh
* HOMO: -0.2198 Eh
* Kohn-Sham gap: 6.9531 eV


No. 7
Density functional theory data (ωB97M-V with the def2-TZVPD basis set) for a cluster of 6 separate species, C15H40F6N2O9PS in total at a distorted geometry.

```
! wB97M-V def2-TZVPD RIJCOSX def2/J DEFGRID3
* xyz -1 1
O 2.6323 3.1153 -3.0302
H 1.9567 2.7861 -2.4330
H 3.4273 3.2189 -2.5022
H 2.7362 2.3752 -3.6329
O -0.3041 0.6592 -0.6025
H -1.0410 0.1857 -0.9955
H 0.4075 0.8049 -1.2301
H -0.6191 1.5136 -0.2984
S 1.8873 0.1285 -3.3555
O 1.4532 0.9343 -2.2579
O 2.8447 -0.9012 -2.9047
O 0.7430 -0.4641 -3.9448
O 2.5832 0.9903 -4.2777
P -0.8887 4.0977 -0.2142
F -2.0236 4.5726 0.7930
F 0.1563 5.1235 0.5359
F -0.2956 2.9037 0.6981
F 0.2610 3.6114 -1.2829
F -1.8985 3.0206 -0.8369
F -1.1907 5.2255 -1.3357
C -1.2914 4.4733 -4.8163
O -2.1297 3.2769 -4.6778
C -1.3466 2.2861 -3.9993
C -2.3012 1.0337 -3.8230
N -1.6856 0.0000 -2.9990
C -2.4994 -1.2154 -2.8750
C -1.7238 -2.1930 -1.8596
O -1.7254 -1.6649 -0.5558
C -2.9483 -1.5631 0.0835
H -1.8733 5.2413 -5.3258
H -0.4163 4.2758 -5.4355
H -0.8051 4.7712 -3.8874
H -0.9667 2.5818 -3.0213
H -0.5254 2.0189 -4.6643
H -2.5082 0.4972 -4.7489
H -3.2484 1.4045 -3.4314
H -0.7620 -0.2143 -3.3471
H -2.5792 -1.8247 -3.7753
H -3.5372 -0.9602 -2.6605
H -0.6999 -2.4454 -2.1354
H -2.1399 -3.1825 -2.0488
H -2.8502 -1.1333 1.0803
H -3.4314 -2.5292 0.2294
H -3.5747 -0.9017 -0.5150
C 3.0676 -1.5441 4.4003
C 1.6519 -0.9484 4.1284
C 1.7567 -0.1518 2.7369
C 1.8050 -1.1799 1.6107
C 0.5759 -2.1385 1.6794
C 0.3627 -2.8781 3.0688
N 0.5621 -1.9139 4.1774
O 0.3444 -2.3662 5.5140
C -1.0706 -3.4525 3.1626
C 1.3541 -4.0967 2.9841
C 1.4740 0.1560 5.1829
H 3.1196 -2.0346 5.3723
H 3.8967 -0.8407 4.4768
H 3.3164 -2.3213 3.6777
H 0.8617 0.4643 2.6496
H 2.5617 0.5831 2.7296
H 2.7185 -1.7713 1.5481
H 1.7182 -0.6827 0.6445
H 0.5611 -2.7998 0.8130
H -0.2619 -1.4514 1.5608
H -1.2046 -4.2049 2.3854
H -1.4705 -3.8538 4.0938
H -1.8074 -2.7339 2.8038
H 1.8153 -4.2916 3.9523
H 0.9566 -5.0473 2.6285
H 2.0646 -3.9826 2.1653
H 0.5184 0.6802 5.1950
H 2.2260 0.9244 5.0030
H 1.6633 -0.2353 6.1824
H -0.3959 -1.8211 5.7902
*
```

Calculated values
* E: -2721.09377 Eh
* HOMO: -0.2066 Eh
* Kohn-Sham gap: 7.9192 eV


No. 8
Density functional theory data (ωB97M-V with the def2-TZVPD basis set) for a structure of composition C36H53AuBN4P2S.

```
! wB97M-V def2-TZVPD RIJCOSX def2/J DEFGRID3
* xyz 1 1
Au 0.1347 0.1123 -0.5691
C -3.5273 1.7482 -0.8792
C -2.7670 2.2838 0.3396
C -3.3787 3.6166 0.7782
C -2.9299 1.2810 1.4919
P -0.9396 2.3706 -0.0622
C -0.1198 2.7109 1.5741
N 0.0764 1.4248 2.2000
B 0.2166 0.2279 1.4601
N 0.0099 -0.8785 2.3279
C -0.4188 -2.1833 1.8822
P -0.2277 -2.2228 0.0365
C -1.7904 -3.0180 -0.5975
C -1.6607 -3.2187 -2.1104
C -2.9307 -2.0316 -0.3325
C -2.1410 -4.3439 0.0899
C 1.2875 -3.2642 -0.3019
C 1.8810 -2.8028 -1.6379
C 2.2958 -2.9756 0.8170
C 1.0437 -4.7739 -0.3301
C -0.2533 -0.3432 3.6025
C -0.5475 -0.9799 4.7915
C -0.7853 -0.1896 5.9139
C -0.7208 1.1959 5.8404
C -0.4212 1.8427 4.6433
C -0.1958 1.0625 3.5256
C -0.5361 3.8545 -1.1263
C -0.6242 5.1777 -0.3544
C 0.9046 3.6846 -1.6201
C -1.4563 3.9038 -2.3486
H -4.5418 1.4789 -0.5761
H -3.0515 0.8524 -1.2810
H -3.6053 2.4790 -1.6804
H -4.3954 3.4329 1.1340
H -3.4457 4.3286 -0.0424
H -2.8280 4.0796 1.5982
H -3.9966 1.0937 1.6368
H -2.5326 1.6610 2.4331
H -2.4473 0.3262 1.2762
H -0.7452 3.3552 2.1953
H 0.8297 3.2182 1.3887
H -1.4718 -2.3429 2.1336
H 0.1519 -2.9944 2.3370
H -1.3870 -2.2891 -2.6147
H -2.6230 -3.5460 -2.5104
H -0.9215 -3.9755 -2.3683
H -2.7363 -1.0659 -0.7966
H -3.1006 -1.8696 0.7335
H -3.8532 -2.4382 -0.7531
H -1.4708 -5.1524 -0.1825
H -3.1472 -4.6339 -0.2222
H -2.1566 -4.2574 1.1773
H 2.2257 -1.7695 -1.5642
H 1.1704 -2.8818 -2.4638
H 2.7453 -3.4269 -1.8755
H 2.3440 -1.9225 1.0867
H 3.2916 -3.2649 0.4775
H 2.0741 -3.5537 1.7142
H 0.4379 -5.0961 -1.1754
H 0.5871 -5.1335 0.5926
H 2.0161 -5.2636 -0.4211
H -0.5901 -2.0601 4.8533
H -1.0174 -0.6641 6.8575
H -0.9013 1.7856 6.7289
H -0.3631 2.9228 4.5959
H 0.0004 5.1814 0.5399
H -1.6407 5.4325 -0.0671
H -0.2555 5.9761 -1.0030
H 1.6279 3.6571 -0.8063
H 1.1517 4.5339 -2.2611
H 1.0280 2.7722 -2.2050
H -2.4769 4.1801 -2.0907
H -1.4738 2.9506 -2.8836
H -1.0773 4.6620 -3.0377
N 3.9512 0.5879 -5.7887
C 2.8975 0.4879 -5.3447
C 1.5793 0.3556 -4.7863
C 0.4524 0.2849 -5.5972
C -0.7866 0.1604 -4.9927
C -0.8525 0.1005 -3.6136
N 0.2334 0.1592 -2.8347
C 1.4290 0.2961 -3.4064
H 0.5513 0.3316 -6.6732
H -1.6928 0.1102 -5.5789
H -1.8036 0.0072 -3.1046
H 2.2773 0.3853 -2.7354
S 2.4432 1.1593 -0.1859
C 3.6304 0.1231 0.6206
C 4.5902 -0.5595 -0.1244
C 5.5528 -1.3308 0.5107
C 5.5641 -1.4347 1.8952
C 4.6232 -0.7396 2.6446
C 3.6693 0.0445 2.0138
H 4.5865 -0.4750 -1.2044
H 6.2975 -1.8504 -0.0789
H 6.3141 -2.0383 2.3892
H 4.6400 -0.7974 3.7256
H 2.9467 0.6027 2.5978
*
```

Calculated values
* E: -2863.98015 Eh
* HOMO: -0.3602 Eh
* Kohn-Sham gap: 6.8653 eV